Here is a single C4H10N2 molecule from the OMol25 dataset. Energies are from ωB97M-V with the def2-TZVPD basis set.

Last column: Mulliken charge in e.
Element x y z (Å)
C -2.15334 0.98101 -0.76197  -0.90
N -0.91056 1.01065 0.03984  -0.40
C 0.08250 0.00671 -0.31525  0.01
C 0.05491 -1.12496 0.61566  -0.84
C 1.20504 -0.14232 0.70717  -0.11
N 2.34646 -0.78965 0.13599  -0.63
H -2.74593 1.74701 -0.40535  0.37
H -1.93651 1.04351 -1.85252  0.29
H -2.61850 0.03489 -0.52478  0.30
H -0.51476 1.93331 -0.07367  0.23
H 0.34746 -0.30135 -1.33151  0.31
H -0.62143 -1.05721 1.42387  0.30
H 0.23534 -2.10463 0.19437  0.27
H 1.26756 0.46625 1.56761  0.40
H 2.75521 -1.50247 0.70983  0.22
H 3.20657 -0.20075 -0.12928  0.20

Atomic forces in eV per Å
2.41 -1.90 -0.40
0.24 0.43 -0.99
-0.46 0.88 0.92
0.35 -0.65 0.32
-0.38 -2.02 -2.00
3.08 1.34 -1.02
-1.43 1.67 0.37
-0.43 0.06 0.51
-0.41 -0.29 -0.25
0.22 0.11 0.01
-0.15 0.74 0.02
-0.87 -0.07 0.52
0.24 -0.04 0.30
-0.03 0.79 0.66
-0.25 -0.42 0.50
-2.14 -0.62 0.52

Properties
M (u): 86.138
LUMO energy (eV): 1.27
SMILES: CN[C@@H]1C[C@H]1N
Relative energy (zero: lowest compared OMol25 entry of this formula, charge and spin) (kcal/mol): 44.4


Here is a single C3H5ClN2 molecule from the OMol25 dataset. Energies are from ωB97M-V with the def2-TZVPD basis set.

Last column: Mulliken charge in e.
Element x y z (Å)
H -3.12094 -1.11425 0.25098  0.26
N -2.08033 -1.39143 0.04087  -0.57
C -1.62294 -0.23991 0.03407  -0.01
N -0.24637 -0.11481 -0.10482  -0.20
C 0.74570 0.74429 -0.05665  0.16
C 2.06212 0.48064 0.21031  -0.57
Cl 2.86833 -1.08858 0.00581  -0.20
H -1.97145 0.68022 0.04513  0.37
H 0.32632 -1.04794 -0.27379  0.17
H 0.40111 1.80490 0.03091  0.27
H 2.63845 1.28687 -0.18282  0.32

Atomic forces in eV per Å
1.77 -1.71 -0.72
-4.68 -0.03 1.05
5.40 -1.71 -0.65
2.42 -5.96 -1.35
0.42 3.07 2.00
-0.83 0.27 -1.90
-0.84 0.59 0.26
-2.97 4.20 0.48
-2.56 1.48 0.61
0.82 -0.62 -0.36
1.04 0.43 0.57

Properties
M (u): 104.540
LUMO energy (eV): 0.76
SMILES: [H]/N=C/N/C=C\Cl
Relative energy (zero: lowest compared OMol25 entry of this formula, charge and spin) (kcal/mol): 43.3


Here is 2 unconnected molecules or ions with the total composition C6H18NO2 from the OMol25 dataset. Energies are from ωB97M-V with the def2-TZVPD basis set.

Last column: Mulliken charge in e.
Element x y z (Å)
C -0.36816 2.07324 -0.36726  -0.66
O -0.99769 3.06072 0.47128  -0.57
C -0.24515 0.78218 0.49114  0.48
C -0.66623 -0.34286 -0.40169  -1.32
C -0.08197 -1.76554 -0.22106  0.63
C 1.39011 -1.94844 -0.63278  -1.43
C -0.98910 -2.71461 -1.06669  -1.57
N -1.10564 1.03505 1.78831  -0.29
H -0.94599 2.08245 -1.27456  0.42
H 0.57259 2.48214 -0.72087  0.34
H -1.60988 3.60230 -0.02001  0.33
H 0.70068 0.62279 0.98700  0.14
H -0.31318 -0.07535 -1.43933  0.41
H -1.74945 -0.48852 -0.56681  0.54
H -0.25044 -2.12365 0.80434  0.20
H 1.67152 -1.58972 -1.60944  0.38
H 2.06600 -1.82336 0.22859  0.32
H 1.53460 -3.03889 -0.86266  0.43
H -0.89544 -2.50706 -2.15637  0.35
H -0.46545 -3.67184 -1.00050  0.42
H -2.03212 -2.81511 -0.76095  0.40
H -1.38250 2.01243 1.87645  0.33
H -1.95852 0.48340 1.59817  0.35
H -0.66485 0.59397 2.59056  0.37
H 3.40737 2.53212 0.42068  0.29
H 2.81881 1.39808 1.20377  0.28
O 2.56007 2.14409 0.64068  -0.57

Atomic forces in eV per Å
0.01 1.87 0.88
0.32 0.19 0.43
-0.54 1.41 0.09
0.53 -1.59 -1.48
-1.27 -0.26 -0.40
-0.35 -2.38 0.78
1.66 -0.31 -0.71
-0.99 -2.74 -1.56
-0.62 -1.31 -0.26
0.58 -0.43 0.52
-0.12 0.27 -0.32
0.62 0.17 -0.83
-0.29 0.08 0.94
0.16 0.67 0.55
0.38 0.24 0.06
0.18 1.21 0.04
0.10 0.71 -0.75
-0.28 0.59 0.55
-0.39 0.32 0.61
-0.61 -0.29 0.17
0.18 0.19 0.03
0.42 0.55 -0.06
0.11 0.43 0.46
0.04 0.42 0.18
0.23 0.34 -0.19
-0.04 0.25 -0.17
0.00 -0.61 0.42

Properties
M (u): 136.215
Total charge: +1
LUMO energy (eV): -3.16
Relative energy (zero: lowest compared OMol25 entry of this formula, charge and spin) (kcal/mol): 22.1


Here is a single C6H9N molecule from the OMol25 dataset. Energies are from ωB97M-V with the def2-TZVPD basis set.

Last column: Mulliken charge in e.
Element x y z (Å)
C -0.10512 1.54682 1.28618  -1.22
C -0.06833 0.71229 0.04119  1.12
C -0.12947 1.20074 -1.29855  -0.69
C -0.04539 0.12210 -2.14149  -0.54
N 0.06298 -1.00064 -1.36149  0.03
C 0.04610 -0.65752 -0.03013  -0.15
C 0.17109 -1.68624 1.04771  -1.25
H 0.83105 2.10223 1.42524  0.24
H -0.25374 0.92534 2.17562  0.30
H -0.92125 2.27747 1.25631  0.31
H -0.23385 2.23947 -1.58427  0.40
H -0.07339 0.04618 -3.22073  0.38
H 0.12210 -1.94460 -1.70577  0.19
H -0.10808 -1.25459 2.01267  0.29
H 1.19651 -2.06411 1.14440  0.26
H -0.48707 -2.54606 0.87474  0.33

Atomic forces in eV per Å
0.02 0.01 0.09
-0.03 -0.11 0.02
0.01 -0.05 -0.08
-0.05 0.04 0.02
-0.01 -0.06 0.02
0.02 0.09 0.02
0.00 -0.03 0.07
-0.16 -0.07 -0.01
0.03 0.12 -0.12
0.12 -0.10 -0.02
0.03 -0.16 -0.04
0.02 0.07 0.21
0.00 0.15 0.03
0.04 -0.07 -0.15
-0.13 0.05 -0.04
0.08 0.13 -0.02

Properties
M (u): 95.145
LUMO energy (eV): 1.07
SMILES: Cc1cc[nH]c1C
Relative energy (zero: lowest compared OMol25 entry of this formula, charge and spin) (kcal/mol): 1.4


Here is 9 unconnected molecules or ions with the total composition C15H48N2O9 from the OMol25 dataset. Energies are from ωB97M-V with the def2-TZVPD basis set.

Last column: Mulliken charge in e.
Element x y z (Å)
N 2.95576 2.58651 2.37345  -0.43
C 2.87476 1.63451 1.50745  0.74
N 1.72376 1.03951 1.56045  1.23
O 3.79676 1.31651 0.61045  -0.81
H 3.77676 3.21651 2.19845  0.29
H 2.11476 2.97751 2.97245  0.27
H 1.55376 0.20951 0.99945  -1.16
H 0.99076 1.28851 2.27345  -0.02
C 1.18476 0.67851 -1.84255  -0.15
C 1.57776 2.08151 -1.67355  0.88
C 1.07476 2.82751 -2.87555  -1.83
O 1.06776 2.64951 -0.71555  -0.75
H 1.38776 0.24751 -2.83555  0.60
H 0.15976 0.54251 -1.64255  -0.22
H 1.79876 0.09051 -1.06455  -0.35
H 2.67276 2.20751 -1.60055  0.28
H 1.49976 3.84251 -2.71455  0.44
H 0.08076 3.04051 -3.14255  0.41
H 1.57376 2.61951 -3.87155  0.35
H 1.34076 2.20551 0.09445  0.02
C -2.53124 2.79551 -1.03555  -1.85
C -2.30924 2.05951 0.25845  0.74
C -3.45624 1.12251 0.65145  -0.84
O -1.18724 1.43851 0.36445  0.57
H -1.60624 3.08251 -1.59255  0.29
H -3.18524 3.57051 -0.81955  0.49
H -2.93824 2.15551 -1.69955  0.49
H -2.15924 2.96251 0.95345  0.29
H -3.14724 0.86751 1.67645  0.10
H -3.55924 0.28351 -0.05755  0.00
H -4.35224 1.73451 0.75145  0.48
H -0.45924 1.94851 0.01545  -0.14
C -4.35724 -2.06249 -2.97555  -1.65
C -2.88424 -2.29949 -2.83055  0.52
C -2.31724 -1.56349 -1.65455  0.03
O -2.49924 -3.50049 -2.62455  -0.66
H -4.59424 -1.09049 -3.31955  0.37
H -4.83024 -2.19749 -2.01955  0.42
H -4.75724 -2.74449 -3.77155  0.36
H -2.48124 -2.06749 -3.77955  0.26
H -2.96024 -1.65049 -0.78855  0.26
H -2.21624 -0.53749 -1.85155  0.20
H -1.35824 -1.95449 -1.40655  -0.57
H -1.56724 -3.65049 -2.81755  0.32
C -1.65524 0.08051 3.86245  -0.70
O -1.05724 1.04051 3.02445  -0.50
H -2.77824 0.23351 3.87345  0.26
H -1.21924 0.06351 4.84845  0.34
H -1.35924 -0.86549 3.46145  0.22
H -1.14124 0.79351 2.06845  0.03
C 1.25176 -2.87949 -2.56255  -0.44
O 0.31576 -2.68749 -3.56755  -0.50
H 2.25876 -3.05849 -2.95655  0.42
H 0.97676 -3.71549 -1.92155  0.29
H 1.37976 -1.92549 -1.97455  -0.05
H 0.64176 -2.11749 -4.27855  0.30
C -0.13024 -2.13549 1.03845  -1.12
O 0.20376 -0.88749 0.47445  0.95
H 0.61076 -2.52549 1.75345  0.36
H -0.27124 -2.85249 0.25345  0.33
H -1.14424 -1.92949 1.52545  0.18
H -0.58624 -0.48349 0.03845  -0.69
C 3.50076 -1.85049 1.05945  0.08
O 4.44076 -1.27349 0.17645  -0.63
H 3.20476 -1.17549 1.82345  -0.05
H 3.98676 -2.76649 1.39745  0.44
H 2.61476 -2.12549 0.51345  -0.16
H 4.19476 -0.36849 0.12245  0.44
C 2.18276 -0.40749 4.44145  0.04
O 3.25976 0.50551 4.24745  -0.60
H 2.55076 -1.33649 4.85445  0.33
H 1.80876 -0.67849 3.46245  -0.39
H 1.38676 0.06851 5.01645  0.22
H 3.07976 1.25551 3.68645  0.35

Atomic forces in eV per Å
1.22 5.84 3.41
3.43 -2.48 -4.98
-3.45 -1.67 0.35
-3.16 1.67 3.47
-1.32 -0.72 0.69
2.46 -1.15 -2.05
-0.28 0.00 0.24
0.97 -0.63 -1.00
2.58 -2.96 1.02
3.74 -3.12 -9.47
3.66 2.71 -2.74
-5.00 4.80 9.80
0.17 0.33 0.35
-1.35 -0.13 0.21
-1.08 0.36 -1.30
0.11 -0.49 -0.75
-0.42 -0.07 -0.07
-1.80 -0.59 0.52
-0.38 -0.55 1.15
0.12 0.12 0.50
2.59 -0.23 0.08
-3.84 4.98 0.73
0.85 1.29 0.69
4.68 -4.61 0.02
-0.44 0.42 1.07
-1.07 1.74 -0.11
-1.94 -2.18 -2.45
-1.33 -1.01 0.16
-0.64 -0.75 -0.35
0.00 0.41 0.54
-0.25 -0.34 -0.22
0.61 0.49 -0.53
-0.51 -1.97 -0.69
-0.48 4.97 -0.36
-0.37 1.14 0.12
0.39 -8.56 0.96
0.12 1.24 -0.24
-0.62 -0.38 0.32
0.11 0.31 0.94
0.84 1.69 -1.20
-0.26 -0.34 0.24
0.23 1.80 -0.18
0.78 -0.26 0.06
-0.14 0.38 -0.19
-0.93 0.01 -0.75
0.64 0.69 -0.54
1.20 -0.46 0.29
-0.05 0.68 0.44
-0.50 -1.10 -0.17
0.03 0.29 0.98
1.74 1.60 0.92
-1.21 -0.19 -1.07
-0.10 -0.34 -0.06
-0.21 0.09 -0.07
-0.31 -1.09 -0.06
0.04 -0.24 0.47
-2.17 0.69 0.76
0.12 0.23 -0.35
-0.19 0.61 -0.24
-0.08 -0.70 -0.32
1.25 -1.09 -0.13
0.86 -0.43 0.57
1.02 -0.87 -1.29
0.26 -1.36 0.01
0.06 0.42 1.13
-0.35 0.08 0.59
-0.69 -0.31 -0.32
-0.08 1.74 -0.19
0.23 1.01 -1.06
0.72 -1.03 1.15
0.20 0.12 0.58
-0.56 -0.17 -0.25
-0.07 -0.36 0.24
-0.39 -0.02 -0.04

Properties
M (u): 400.554
LUMO energy (eV): 0.32
SMILES: NC(N)=O.CC(C)O.CC(C)O.CC(C)O.CO.CO.CO.CO.CO
Relative energy (zero: lowest compared OMol25 entry of this formula, charge and spin) (kcal/mol): 61.7


Here is 17 unconnected molecules or ions with the total composition H35O17 from the OMol25 dataset. Energies are from ωB97M-V with the def2-TZVPD basis set.

Last column: Mulliken charge in e.
Element x y z (Å)
O 1.93145 0.30128 -1.33971  -0.52
H -0.10984 -4.25907 -1.14677  0.33
H 2.27017 1.15898 -1.63693  0.17
O -2.04621 -3.44227 0.94818  -0.53
H -0.06611 3.54224 0.52429  0.41
H -0.87888 -1.52053 2.95850  0.42
O -1.87991 1.89950 -1.60944  -0.62
H -1.80286 2.85406 -1.49473  0.32
H -2.21012 3.10773 2.65726  0.25
O -1.53538 -2.51892 -1.23328  -0.53
H -2.35578 -1.91139 -1.22037  0.35
H 0.17388 5.76998 1.62819  0.25
O -2.00747 3.33821 1.74757  -0.41
H 4.74581 -1.58521 -0.84970  0.29
O 1.61885 1.03260 1.75450  -0.69
H 1.22825 0.48438 1.06568  0.19
H 0.22064 -1.85588 -4.41730  0.29
O -1.40970 0.72695 0.90875  0.09
H 1.07885 1.87275 1.74659  0.57
H 1.33946 2.77906 -2.74859  0.28
O 4.27137 -1.31197 -1.59442  -0.58
H 2.30212 0.43474 -0.44767  0.31
H 3.48380 -1.81730 -1.78669  0.29
O 0.55246 2.81720 0.45366  -0.94
H -0.40353 -2.71011 3.63609  0.28
H 1.45728 3.13875 0.39919  0.25
O 0.25098 -1.28334 -3.65747  -0.61
H 1.63993 -3.06849 -0.10350  0.28
H 0.05242 -0.35098 -3.75606  0.26
O -3.23912 -0.61799 -0.90073  -0.41
H -0.41468 -0.23751 3.64484  0.29
H 0.36981 -4.00249 -2.62350  0.20
O 2.17583 3.04186 -2.36401  -0.60
H -4.18541 -0.69046 -1.08671  0.23
H 2.61891 3.73587 -2.85263  0.26
O 0.36783 -0.77314 3.88755  -0.81
H 0.94145 -0.18857 3.35434  0.40
H -0.79186 0.33207 0.26865  0.01
O 0.52246 -3.79607 -1.70513  -0.53
H -1.32019 1.70812 0.85458  -0.08
H -2.25430 -2.61304 1.40606  0.34
O 0.54400 4.87577 1.52048  -0.45
H -1.11898 1.48027 -1.20277  -0.04
H -1.72518 -3.99361 1.67505  0.32
O -1.19414 -2.42547 3.16407  -0.62
H -0.57396 -2.32149 -1.36396  0.27
H -1.38357 -2.51930 -0.11669  0.52
O 1.37655 -2.16946 0.13578  -0.57
H 1.53313 -1.75443 -0.73742  0.18
H -2.84727 3.33941 1.28667  0.14
H -3.12958 -0.14526 -0.04900  0.23
H -0.18272 4.48395 2.01623  0.28

Atomic forces in eV per Å
0.25 0.81 0.97
-0.17 -0.39 -0.36
-0.20 0.08 -1.07
-0.39 -0.04 -0.13
0.44 0.48 -0.29
-0.47 -1.16 -0.28
-0.60 0.24 -0.68
0.33 -0.10 0.07
-0.15 -0.24 0.33
0.29 -0.15 3.45
0.76 1.31 -0.58
0.89 0.37 -0.47
0.58 0.38 -0.08
0.54 -1.12 1.70
0.14 0.16 0.99
-0.29 0.05 0.15
-0.27 0.70 -0.81
-0.19 -0.12 0.33
0.50 -1.33 -0.33
-0.16 0.42 -0.42
-0.28 1.35 -2.21
-0.16 -0.86 0.07
0.04 -0.27 0.48
-0.42 -1.61 -1.04
-0.14 -0.20 0.11
-0.25 0.55 -0.27
0.37 -0.64 1.71
-0.10 -0.11 0.45
-0.14 -0.15 -0.81
-0.24 -0.55 0.01
-0.15 -0.13 1.00
-0.33 -0.36 -0.34
0.43 -0.41 0.87
0.02 0.15 0.12
-0.33 -0.01 -0.40
0.29 2.39 -0.59
1.06 -0.40 0.08
0.05 0.15 0.17
0.90 -0.02 0.30
0.02 -0.87 0.13
-0.21 -0.20 0.57
-0.99 2.35 1.12
0.30 0.28 0.03
0.24 0.30 0.03
-0.36 -0.11 -0.10
-0.33 0.86 -1.52
-0.88 -1.50 -2.12
0.26 0.21 -0.71
-0.18 0.42 0.57
-0.51 0.01 -0.22
0.18 0.08 -0.25
-0.01 -1.04 0.29

Properties
Expectation value of S²: 0.75
M (u): 307.263
Spin multiplicity: 2
LUMO energy (alpha / beta) (eV): 0.01 / -0.10
Relative energy (zero: lowest compared OMol25 entry of this formula, charge and spin) (kcal/mol): 38.5